Record 1
Computed, not measured: a molecular structure, C18H47NNiO4Si2 at a distorted geometry, with ωB97M-V/def2-TZVPD.

Last column: Löwdin spin population.
Geometry (Å):
O  -1.21983  -2.39853  -0.92137  0.000
O  -2.32893  -0.38669  -2.28657  0.002
C  0.18717  -2.64506  -0.79257  0.000
C  0.53370  -3.70405  0.23612  0.000
H  0.70281  -1.69864  -0.55750  0.000
H  0.50940  -2.93872  -1.80177  0.000
H  0.65094  -3.24641  1.22575  0.000
H  1.49408  -4.15364  -0.03541  0.000
H  -0.23000  -4.48640  0.26442  0.000
C  -1.91556  -2.14582  0.31695  0.000
C  -3.28782  -2.73308  0.20924  0.000
H  -1.94526  -1.05893  0.48505  0.000
H  -1.37810  -2.59475  1.16289  0.000
H  -3.83737  -2.27231  -0.61690  0.000
H  -3.82320  -2.57154  1.14996  0.000
H  -3.23210  -3.81671  0.05182  0.000
C  -3.41900  0.54306  -2.44070  0.000
C  -2.13033  -1.28410  -3.39768  0.000
C  -4.52482  0.23351  -1.46309  0.000
H  -3.81171  0.50936  -3.47227  0.000
H  -3.00359  1.54110  -2.25804  0.000
H  -5.01375  -0.71672  -1.70418  0.000
H  -5.28599  1.01586  -1.51818  0.000
H  -4.15121  0.18954  -0.43357  0.000
C  -3.17285  -2.36115  -3.44127  0.000
H  -1.13336  -1.70615  -3.24676  0.000
H  -2.11968  -0.69953  -4.33291  0.000
H  -3.12687  -2.96251  -2.52719  0.000
H  -2.96856  -3.00925  -4.29597  0.000
H  -4.17633  -1.94393  -3.56817  0.000
H  -1.05118  -0.15629  -1.07662  0.004
Ni  0.74070  1.28454  1.83753  1.682
C  -0.36671  0.63033  -0.57644  0.037
Si  0.62859  1.42850  -1.98578  0.004
H  -1.01335  1.35056  -0.06021  0.002
H  0.26874  0.08290  0.14116  0.014
C  1.51473  0.03807  -2.90210  0.000
C  1.89171  2.69223  -1.38674  0.007
C  -0.47974  2.35611  -3.19262  0.001
C  2.37804  0.32931  1.35161  0.042
Si  3.67291  1.24568  2.34895  0.020
H  2.58309  0.28930  0.26855  0.008
H  2.26673  -0.72869  1.67091  0.004
C  4.49395  2.56691  1.29484  0.001
C  4.97880  0.01456  2.90559  0.003
C  2.97796  2.10867  3.87628  0.014
H  0.13918  2.89453  -3.92575  0.000
H  -1.08953  3.09870  -2.66040  0.000
H  -1.15563  1.68989  -3.74481  0.000
H  2.45521  -0.22135  -2.39409  0.000
H  1.76108  0.36877  -3.92189  0.000
H  0.90882  -0.87560  -2.97986  0.000
H  2.39661  2.41719  -0.45087  0.005
H  1.38799  3.65722  -1.23200  0.000
H  2.66545  2.83759  -2.15599  0.001
H  5.09721  -0.79105  2.16930  0.000
H  4.71499  -0.44167  3.86885  0.000
H  5.94812  0.51873  3.01882  0.000
H  2.79957  1.39352  4.69087  0.000
H  2.04612  2.67253  3.70718  0.004
H  3.72692  2.82770  4.23811  0.002
H  5.48145  2.81635  1.71044  0.000
H  3.89975  3.48976  1.26581  0.000
H  4.64090  2.22366  0.26347  0.000
N  0.31003  0.13398  3.48004  0.080
C  -0.96426  0.57373  4.07412  0.007
C  -1.31252  1.95176  3.53835  0.006
O  -2.13459  2.61436  4.15059  0.000
O  -0.68672  2.30498  2.43589  0.044
H  0.25718  -0.85459  3.23539  0.002
H  1.06300  0.18834  4.16682  0.002
H  -1.76548  -0.11488  3.77747  0.000
H  -0.91771  0.59530  5.16907  0.002

Forces on the atoms, in the same order (eV/Å):
O 0.318 -0.484 0.922
O -0.969 -0.040 -1.288
C -0.364 0.444 -0.274
C 0.354 0.058 -0.008
H -0.009 -0.363 -0.067
H -0.112 -0.033 0.276
H -0.059 -0.319 -0.091
H -0.115 -0.008 0.135
H 0.130 0.054 0.032
C 0.735 0.140 -0.437
C -0.406 -0.219 0.142
H -0.109 -0.213 0.012
H -0.092 0.044 -0.162
H 0.052 -0.154 0.279
H -0.109 0.077 -0.142
H 0.004 0.185 -0.074
C 0.453 -0.367 -0.145
C 0.100 0.802 0.398
C -0.339 0.014 0.132
H 0.226 0.072 0.244
H -0.141 -0.094 -0.053
H 0.117 0.128 0.083
H 0.006 -0.006 0.071
H -0.028 0.017 -0.201
C -0.109 -0.411 -0.082
H -0.195 0.031 -0.061
H 0.016 -0.101 0.161
H -0.065 0.139 -0.265
H -0.100 -0.083 -0.006
H 0.075 -0.070 0.036
H 1.251 1.466 0.992
Ni 0.280 -0.638 -0.348
C -0.652 -0.578 -0.768
Si 0.000 -0.284 0.196
H -0.010 -0.025 0.013
H -0.077 0.205 -0.196
C 0.115 0.008 -0.081
C -0.001 0.092 0.054
C -0.125 -0.049 -0.010
C 0.290 0.020 -0.006
Si 0.220 -0.671 -0.811
H 0.165 0.150 0.376
H 0.076 0.407 0.032
C 0.096 0.166 -0.003
C 0.303 0.079 0.213
C -0.105 0.016 0.176
H -0.118 -0.118 0.184
H 0.093 -0.098 -0.134
H 0.157 0.129 0.132
H -0.191 0.007 -0.122
H 0.021 -0.115 0.215
H 0.127 0.294 0.013
H -0.146 0.039 -0.291
H 0.154 -0.146 0.001
H -0.170 0.017 0.184
H -0.034 0.209 0.127
H 0.094 0.020 -0.153
H -0.104 -0.200 0.101
H 0.016 0.154 -0.055
H 0.206 -0.059 0.028
H -0.184 -0.137 -0.030
H -0.234 0.004 -0.083
H 0.119 -0.140 -0.057
H 0.001 0.064 0.185
N 0.045 -1.148 0.468
C 0.037 -0.189 0.111
C -0.328 1.021 -0.093
O 0.441 -0.303 -0.565
O -1.117 0.515 0.934
H 0.105 0.218 -0.047
H -0.123 0.143 -0.247
H 0.153 0.163 0.081
H -0.110 0.052 -0.286

Results
**Frontier orbital gap (alpha / beta)**: 8.483 / 8.496 eV
**Multiplicity**: 3
**⟨S²⟩**: 2.01
**HOMO level (alpha / beta)**: -8.21 / -8.83 eV
**Electronic energy**: -3157.0278 Eh
**Energy above the lowest of the compared OMol25 structures with the same formula, charge and spin**: 1.62 kcal/mol

=====

Record 2
Computed, not measured: C6H12 in the gas phase, with ωB97M-V/def2-TZVPD.

Last column: Löwdin charge in e.
Geometry (Å):
C  1.69397  0.93505  -0.38458  -0.107
C  1.56030  -0.33407  0.47054  -0.210
C  0.28010  -0.91860  -0.10931  -0.293
C  -0.96370  -1.49096  0.49798  -0.095
C  -1.00979  -0.12360  -0.13000  -0.323
C  -1.61604  0.94729  0.78870  -0.083
H  1.71160  0.61030  -1.43423  0.079
H  0.72931  1.43560  -0.23772  0.055
H  2.53748  1.61509  -0.19292  0.074
H  1.46944  -0.08574  1.53317  0.106
H  2.41986  -1.01698  0.37028  0.106
H  0.49295  -1.36684  -1.08359  0.135
H  -1.01833  -1.45612  1.58285  0.104
H  -1.50250  -2.31011  0.02425  0.100
H  -1.40174  -0.03611  -1.14012  0.129
H  -2.67588  0.65778  0.85947  0.078
H  -1.60733  1.98565  0.42931  0.067
H  -1.24228  0.96092  1.82233  0.077

Forces on the atoms, in the same order (eV/Å):
C 0.071 0.016 -0.001
C -0.200 0.090 0.101
C 0.158 -0.075 -0.071
C -0.004 -0.214 0.117
C -0.629 -0.052 -0.053
C -0.005 0.015 0.070
H 0.167 0.303 0.133
H 0.597 0.453 -0.177
H -0.229 -0.368 0.097
H -0.076 -0.016 -0.080
H -0.348 0.177 -0.033
H -0.136 0.282 0.084
H -0.136 -0.128 -0.099
H 0.379 -0.018 0.165
H -0.276 -0.209 0.160
H 0.206 0.227 0.083
H 0.280 -0.311 -0.163
H 0.180 -0.171 -0.334

Results
**Frontier orbital gap**: 10.872 eV
**HOMO level**: -9.70 eV
**Electronic energy**: -235.7565 Eh
**Energy above the lowest of the compared OMol25 structures with the same formula, charge and spin**: 38.76 kcal/mol
**SMILES**: CC[C@H]1C[C@H]1C